(1)
C4H24O7S2 | ωB97M-V/def2-TZVPD

The geometry in ORCA input format:
```
! RIJCOSX wB97M-V def2-TZVPD def2/J DEFGRID3
* xyz 0 1
C 0.255 -0.731 -3.576
C -0.116 0.748 -3.948
C 0.100 -1.009 -2.138
S -1.438 -1.985 -1.730
S -0.605 -3.694 -1.130
C 0.287 -3.241 0.400
H -0.311 -1.359 -4.246
H 1.260 -0.917 -3.900
H 0.271 0.879 -4.971
H -1.148 0.999 -4.017
H 0.311 1.568 -3.344
H 1.001 -1.670 -1.838
H 0.145 -0.160 -1.512
H 0.297 -4.081 1.100
H 1.222 -2.812 0.136
H -0.194 -2.526 1.102
H 1.287 3.968 -1.428
H 0.016 3.464 -0.842
O 0.661 4.172 -0.723
H -1.357 1.767 -0.160
H -1.874 3.210 -0.127
O -1.488 2.555 -0.721
H 2.221 3.583 1.784
H 1.056 3.390 0.846
O 1.528 2.954 1.563
H -1.609 2.382 2.703
H -2.606 1.332 2.597
O -2.121 1.948 1.998
H 0.048 3.137 4.305
H 0.456 2.474 3.014
O -0.069 2.324 3.800
H 2.290 -2.111 2.979
H 1.629 -1.096 3.874
O 1.673 -2.063 3.730
H 2.109 1.227 2.347
H 3.223 0.806 3.460
O 2.541 0.540 2.854
*
```

Computed properties:
E_HOMO in eV: -8.253
Energy in Eh: -1489.835069
Relative energy (zero: lowest compared OMol25 entry of this formula, charge and spin) in kcal/mol: 26.9
LUMO energy in eV: 0.1
Structure (SMILES): CCCSSC.O.O.O.O.O.O.O
Kohn-Sham gap in eV: 8.33


(2)
C4H25N2O10 | ωB97M-V/def2-TZVPD

The geometry in ORCA input format:
```
! RIJCOSX wB97M-V def2-TZVPD def2/J DEFGRID3
* xyz -1 1
C 2.230 0.360 1.293
C 1.533 1.492 0.453
C 1.701 1.368 -1.059
O 0.880 2.292 -1.722
N 2.314 -0.950 0.734
C 1.301 -1.870 0.711
N 0.033 -1.526 1.088
O 1.541 -3.001 0.266
H 3.210 0.781 1.550
H 1.707 0.426 2.252
H 0.483 1.424 0.718
H 1.936 2.467 0.719
H 2.733 1.661 -1.327
H 1.664 0.349 -1.450
H 2.954 -1.132 -0.050
H -0.502 -2.364 1.257
H -0.415 -0.577 0.945
H -3.294 -0.399 -0.831
H -0.548 -0.820 -1.901
O -2.920 -1.193 -0.448
H -1.564 1.833 -0.476
H -1.778 0.939 1.155
O -1.268 0.660 0.386
H -3.191 -0.991 1.783
H -2.076 -1.804 2.497
O -2.978 -1.502 2.572
H 2.716 -2.592 -1.366
H 2.641 -1.350 -2.293
O 3.220 -1.842 -1.728
H -2.070 3.417 -0.437
H -2.368 0.094 -2.807
O -1.778 2.700 -0.991
H 0.073 2.543 -1.258
H -0.611 0.126 -3.016
O -0.138 -0.687 -2.769
H -0.214 -0.983 3.083
H 0.501 -0.218 4.218
O -0.303 -0.691 4.000
H -2.025 -1.003 -0.103
H -2.785 1.614 -2.500
O -2.545 0.950 -3.149
*
```

Computed properties:
E_HOMO in eV: -6.231
Energy in Eh: -1029.409984
Relative energy (zero: lowest compared OMol25 entry of this formula, charge and spin) in kcal/mol: 44.3
LUMO energy in eV: 2.9
Kohn-Sham gap in eV: 9.18


(3)
C4H25N2O7 | ωB97M-V/def2-TZVPD

The geometry in ORCA input format:
```
! RIJCOSX wB97M-V def2-TZVPD def2/J DEFGRID3
* xyz 0 2
N 0.499 -0.732 0.477
C 1.316 0.162 -0.413
C 1.484 -0.521 -1.834
C 0.156 -0.700 -2.542
O 1.892 -1.850 -1.525
C 2.593 0.517 0.318
N 2.275 0.979 1.644
H 0.777 -0.487 1.460
H -0.524 -0.549 0.293
H 0.782 -1.750 0.387
H 0.635 1.036 -0.576
H 2.312 0.025 -2.325
H -0.685 -0.842 -1.924
H 0.075 0.136 -3.288
H 0.293 -1.441 -3.369
H 2.763 -2.154 -1.785
H 3.056 1.359 -0.262
H 3.345 -0.318 0.442
H 1.741 1.864 1.632
H 3.103 1.286 2.128
H -2.369 -1.878 2.745
H -3.191 -0.536 3.166
O -3.013 -1.211 2.489
H 1.133 4.286 -0.051
H 0.098 3.137 -0.042
O 1.029 3.330 -0.039
H -2.290 2.110 -1.753
H -2.049 1.439 -3.117
O -1.812 1.397 -2.192
H -2.490 -1.399 0.693
H -2.315 -0.980 -0.903
O -2.358 -0.688 0.013
H -1.965 2.579 2.098
H -2.208 2.075 0.717
O -1.713 2.773 1.186
H -1.056 -3.847 2.308
H -0.438 -4.428 1.041
O -0.406 -3.640 1.613
*
```

Computed properties:
E_HOMO (alpha / beta) in eV: -2.418 / -10.125
Energy in Eh: -803.444584
Relative energy (zero: lowest compared OMol25 entry of this formula, charge and spin) in kcal/mol: 0.7
LUMO energy (alpha / beta) in eV: 0.3 / 0.1
Kohn-Sham gap (alpha / beta) in eV: 2.69 / 10.24


(4)
C4H25N2O9 | ωB97M-V/def2-TZVPD

The geometry in ORCA input format:
```
! RIJCOSX wB97M-V def2-TZVPD def2/J DEFGRID3
* xyz -1 1
C -0.319 0.478 -1.318
N -0.851 0.255 -2.696
C 0.471 1.840 -1.218
C 1.953 1.595 -1.566
O 2.036 1.027 -2.924
N 0.298 2.336 0.168
C 1.009 1.512 1.198
O 0.482 0.285 1.387
H 0.355 -0.376 -1.081
H -1.203 0.477 -0.705
H -1.478 0.992 -2.974
H -1.233 -0.674 -2.755
H 0.030 2.473 -1.993
H 2.577 2.483 -1.584
H 2.339 0.768 -0.996
H 1.104 0.824 -3.122
H -0.697 2.343 0.377
H 2.121 1.432 0.973
H 1.061 2.104 2.130
H -1.060 -0.750 1.031
H -2.010 -0.708 2.108
O -1.878 -1.238 1.311
H -0.128 -2.432 0.258
H 0.705 -3.188 1.233
O 0.349 -3.264 0.321
H -3.387 1.247 1.922
H -2.094 1.890 2.270
O -2.917 2.074 1.765
H -2.031 -2.756 -0.678
H -0.795 -3.575 -1.033
O -1.592 -3.164 -1.434
H 1.124 -1.030 2.185
H 0.176 -2.029 2.877
O 1.086 -1.955 2.570
H -0.649 0.473 2.746
H -0.580 1.916 3.323
O -1.003 1.053 3.472
H 1.896 -2.217 -2.133
H 2.262 -0.782 -2.678
O 2.468 -1.740 -2.737
*
```

Computed properties:
E_HOMO in eV: -5.544
Energy in Eh: -954.124422
Relative energy (zero: lowest compared OMol25 entry of this formula, charge and spin) in kcal/mol: 22.5
LUMO energy in eV: 3.0
Kohn-Sham gap in eV: 8.57


(5)
C4H25N3O6 | ωB97M-V/def2-TZVPD

The geometry in ORCA input format:
```
! RIJCOSX wB97M-V def2-TZVPD def2/J DEFGRID3
* xyz 0 1
C -0.301 2.050 -0.654
N -0.531 0.751 -1.263
C 0.214 -0.452 -0.594
C 0.940 -1.561 -1.441
N 0.283 -2.845 -1.046
C -0.894 2.256 0.775
N -0.186 1.802 1.939
H -0.742 2.826 -1.272
H 0.913 2.134 -0.755
H -1.524 0.481 -1.427
H -0.577 -0.896 0.242
H 0.934 0.010 0.077
H 0.900 -1.406 -2.554
H 2.019 -1.507 -1.012
H 0.514 -3.495 -1.749
H 0.573 -3.148 -0.101
H -1.960 1.779 0.810
H -1.419 3.305 0.909
H 0.554 1.124 1.796
H 0.319 2.604 2.298
H 2.718 3.066 2.126
H 2.367 1.786 2.691
O 3.086 2.189 2.360
H -4.322 0.854 0.241
H -3.118 0.006 -0.292
O -3.429 0.843 -0.010
H -2.077 -1.471 -3.515
H -1.464 -2.292 -2.284
O -2.270 -2.083 -2.731
H 2.326 1.686 -3.192
H 0.820 1.046 -3.044
O 1.523 1.302 -3.654
H 0.281 -0.902 3.942
H -0.872 -0.925 2.932
O 0.053 -0.733 2.938
H 1.269 -3.462 1.834
H 1.221 -2.139 2.735
O 1.491 -3.113 2.678
*
```

Computed properties:
E_HOMO in eV: -8.681
Energy in Eh: -782.970721
Relative energy (zero: lowest compared OMol25 entry of this formula, charge and spin) in kcal/mol: 74.6
LUMO energy in eV: 0.2
Structure (SMILES): NCCNCCN.O.O.O.O.O.O
Kohn-Sham gap in eV: 8.89


(6)
C4H25NO11 | ωB97M-V/def2-TZVPD

The geometry in ORCA input format:
```
! RIJCOSX wB97M-V def2-TZVPD def2/J DEFGRID3
* xyz 0 1
O -2.598 0.639 1.155
C -1.822 0.519 2.076
C -0.382 0.149 1.816
C -0.397 -1.382 2.023
C 0.938 -2.113 1.888
O 1.995 -1.648 1.579
N 0.538 0.873 2.712
H -2.136 0.605 3.123
H -0.128 0.311 0.773
H -0.871 -1.620 2.985
H -1.071 -1.824 1.283
H 0.739 -3.127 2.255
H 1.354 1.162 2.185
H 0.828 0.218 3.425
H 0.824 2.216 -4.306
H -0.650 1.697 -4.779
O -0.084 2.023 -4.078
H -0.479 3.115 3.010
H -1.491 3.838 2.148
O -1.333 3.570 3.059
H 2.901 -0.159 1.641
H 3.719 0.882 0.844
O 3.323 0.719 1.709
H 0.683 -2.085 -3.006
H 1.839 -3.083 -3.451
O 1.634 -2.219 -3.093
H 1.607 -1.166 -0.849
H 0.226 -1.538 -1.313
O 0.726 -1.357 -0.510
H -1.187 1.982 -2.373
H -1.276 1.294 -1.071
O -1.675 1.252 -1.953
H 2.828 1.019 -1.649
H 4.260 0.669 -1.454
O 3.387 0.466 -1.090
H -1.100 -0.439 -2.665
H -2.173 -1.556 -2.332
O -1.236 -1.394 -2.555
H -3.459 0.019 -1.804
H -3.331 -0.605 -0.565
O -3.670 -0.858 -1.447
*
```

Computed properties:
E_HOMO in eV: -9.309
Energy in Eh: -1049.774940
Relative energy (zero: lowest compared OMol25 entry of this formula, charge and spin) in kcal/mol: 68.2
LUMO energy in eV: -0.2
Structure (SMILES): N[C@H](C=O)CC=O.O.O.O.O.O.O.O.O.O
Kohn-Sham gap in eV: 9.07